Entry 1
10
Properties=species:S:1:pos:R:3 method="wB97M-V/def2-TZVPD" total_charge=0
C 1.073 0.037 0.182
H -0.625 0.289 1.393
H -1.945 -1.251 0.198
H 3.328 -0.132 -0.008
H -0.779 -1.436 -0.975
C -0.389 0.093 0.341
C 2.268 -0.044 0.067
N -0.957 -1.176 -0.014
C -1.102 2.344 -0.813
N -0.873 1.277 -0.370



Entry 2
10
Properties=species:S:1:pos:R:3 method="wB97M-V/def2-TZVPD" smiles=C#C.C#C.N#N total_charge=0
H -1.062 1.969 -0.194
N -0.490 -2.121 0.174
H 0.973 2.022 0.078
N 0.587 -2.102 -0.057
C 1.853 0.001 -0.184
C -1.853 -0.071 0.188
C 1.197 0.994 -0.041
H -2.533 -0.865 0.350
C -1.242 0.941 -0.015
H 2.570 -0.768 -0.299



Entry 3
10
Properties=species:S:1:pos:R:3 method="wB97M-V/def2-TZVPD" smiles=c1cncnc1 total_charge=0
H -0.965 1.764 -1.079
N 0.205 -1.310 0.699
C 0.607 0.961 0.128
H -0.772 -2.353 -0.804
H 1.249 1.837 0.158
C 0.708 -0.113 1.004
H 1.077 0.033 2.017
C -0.490 0.855 -0.720
N -1.078 -0.308 -1.003
C -0.541 -1.367 -0.400



Quick one: least stable of them? entry 2



Entry 1
10
Properties=species:S:1:pos:R:3 method="wB97M-V/def2-TZVPD" smiles=c1cnccn1 total_charge=0
N -0.592 -1.271 0.017
H -2.140 -0.327 0.892
N 0.527 1.286 -0.326
C -0.752 1.115 0.031
H 1.298 -2.007 -0.072
H 2.334 0.282 -0.467
C 0.705 -1.103 -0.209
C -1.286 -0.155 0.260
H -1.354 2.009 0.213
C 1.262 0.172 -0.337



Entry 2
10
Properties=species:S:1:pos:R:3 method="wB97M-V/def2-TZVPD" total_charge=0
C 1.212 0.097 -0.398
C -0.195 -0.811 0.706
H 2.029 0.570 -0.889
H -1.719 0.969 -1.396
C -1.216 0.310 -0.571
N 1.150 -1.101 -0.131
N -1.365 -0.892 -0.241
C 0.058 0.620 0.289
H -0.001 1.512 1.012
H 0.047 -1.273 1.620



Entry 3
10
Properties=species:S:1:pos:R:3 method="wB97M-V/def2-TZVPD" total_charge=0
H 1.740 1.454 0.224
H 2.115 -0.301 0.962
C 1.498 0.315 0.142
C -0.914 1.659 -0.388
H -2.585 -1.478 -0.024
C -1.461 0.506 -0.401
H 1.816 -0.078 -0.895
C -1.716 -0.911 -0.252
N 0.040 0.029 0.383
N -0.533 -1.196 0.249



Entry 4
10
Properties=species:S:1:pos:R:3 method="wB97M-V/def2-TZVPD" total_charge=0
H -0.563 0.148 1.479
H -2.003 -1.101 0.126
N -1.019 -1.071 -0.102
C 2.275 0.011 0.049
N -1.072 1.551 0.082
H 3.341 -0.007 -0.055
C -0.796 1.605 -1.078
H -0.872 -1.236 -1.092
C -0.368 0.056 0.422
C 1.078 0.045 0.171



Quick one: least stable of them? entry 3



Entry 1
26
Properties=species:S:1:pos:R:3 method="wB97M-V/def2-TZVPD" smiles="C1CCCCC1.COC=O" total_charge=0
H -1.351 1.988 -0.777
H 0.982 -0.765 0.393
C 1.492 0.628 -1.866
H -1.045 2.665 1.624
C 1.350 -1.657 -2.308
H -0.229 -2.070 0.225
C -0.385 0.711 2.317
O 2.074 0.427 -0.827
C -1.179 1.599 1.357
C -0.888 -0.116 -0.469
H 0.951 -2.329 -3.086
H 0.078 -1.392 2.626
H 2.435 -1.834 -2.213
H -0.727 0.874 3.358
C -0.749 1.361 -0.092
H -2.255 1.361 1.455
H -0.547 -0.278 -1.509
H -1.584 -1.065 2.054
H 0.868 -1.904 -1.348
O 1.063 -0.315 -2.721
H 1.227 1.626 -2.266
H 0.684 0.994 2.266
H -1.957 -0.399 -0.418
C -0.095 -1.004 0.492
H 0.311 1.660 -0.206
C -0.525 -0.765 1.941



Entry 2
26
Properties=species:S:1:pos:R:3 method="wB97M-V/def2-TZVPD" smiles="CC(=O)C(C)(C)C(C)(C)O" total_charge=0
C -0.600 -1.554 -0.377
H 0.240 -2.217 -0.571
C 2.207 -0.323 -0.762
H 1.171 1.825 -2.069
C -1.206 0.632 0.786
C 0.407 1.228 -1.572
H 1.916 -1.028 -1.534
C 1.037 0.562 -0.342
O 1.507 1.516 0.541
H -1.359 -2.122 0.159
H 0.695 1.905 1.019
H -1.023 -1.253 -1.332
C 0.463 -0.860 1.778
H 2.620 -0.851 0.092
H 0.035 0.494 -2.282
H -0.404 1.894 -1.283
H 2.988 0.328 -1.152
H -0.323 -1.265 2.417
H 0.957 -0.049 2.306
H -3.010 -0.513 0.680
H 1.188 -1.650 1.596
H -3.230 1.248 0.583
C -0.136 -0.365 0.455
H -2.611 0.336 -0.809
O -0.924 1.665 1.394
C -2.604 0.413 0.277



Quick one: least stable of them? entry 1



Entry 1
15
Properties=species:S:1:pos:R:3 method="wB97M-V/def2-TZVPD" smiles=CSS.NCO total_charge=0
O 2.022 0.819 -1.458
C -2.322 0.435 0.562
H 3.327 -0.107 -0.160
H 1.082 0.602 -1.494
C 2.878 -0.340 -1.132
S -2.685 -0.031 2.288
H 2.530 -2.475 -0.917
H -1.763 1.325 0.269
H -2.114 -0.555 0.162
S -3.939 1.589 2.969
H -3.324 0.537 0.057
H 1.801 -1.476 -2.248
H -3.183 1.619 4.227
H 3.686 -0.461 -1.895
N 2.003 -1.482 -1.230



Entry 2
15
Properties=species:S:1:pos:R:3 method="wB97M-V/def2-TZVPD" smiles=CSS.NCO total_charge=0
S -0.133 0.062 2.260
N 0.796 -1.815 -3.609
H 1.329 -2.861 -1.999
H -0.151 -2.154 -3.712
H 0.694 -0.877 -3.996
C 1.202 -1.818 -2.234
C -1.078 2.721 3.166
H -1.146 2.206 4.127
H 2.061 -1.155 -2.125
O 0.147 -1.312 -1.388
H -0.179 3.302 3.388
S -1.114 1.789 1.672
H 0.549 -0.713 -0.749
H -1.103 -0.845 2.072
H -1.873 3.470 3.127



Entry 3
15
Properties=species:S:1:pos:R:3 method="wB97M-V/def2-TZVPD" smiles=CSS.NCO total_charge=0
S -1.871 -0.526 -3.422
O -0.085 -0.561 0.952
H -1.964 0.397 -4.421
H -0.919 2.174 -1.829
S -0.033 0.168 -2.848
H -0.803 0.879 -0.688
N 1.247 -0.245 2.885
C 0.623 -1.213 2.015
H 0.676 1.766 -1.316
H -0.165 -1.262 0.291
H 0.476 0.292 3.294
H -0.002 -1.854 2.632
H 1.422 -1.846 1.612
H 1.689 0.509 2.378
C -0.293 1.322 -1.535



Quick one: least stable of them? entry 1



Entry 1
18
Properties=species:S:1:pos:R:3 method="wB97M-V/def2-TZVPD" total_charge=0
H -0.183 -2.656 -1.038
H -1.196 1.034 -1.042
H 1.589 -1.465 0.176
H 1.826 1.617 -0.932
H -0.372 2.501 -1.600
H -0.077 0.968 -2.424
C -0.270 1.425 -1.453
H -1.727 -0.877 1.460
C 0.134 -0.214 1.100
N -0.096 -1.640 -1.043
H -1.578 0.767 1.469
N 0.591 -1.282 0.161
H 1.386 -0.300 2.555
N 0.940 0.889 0.706
H -1.042 -1.274 -0.950
C 0.902 1.172 -0.553
N -1.299 -0.084 0.994
O 0.474 -0.582 2.412



Entry 2
18
Properties=species:S:1:pos:R:3 method="wB97M-V/def2-TZVPD" total_charge=0
H -2.583 -0.312 -1.077
H -2.211 -2.320 -0.656
H -1.592 0.694 1.334
C 0.091 -0.005 -0.357
C -2.188 -1.157 -0.377
H -2.359 1.394 -0.030
H 2.766 0.246 -1.477
N -1.636 1.357 0.652
H 0.248 2.005 0.199
H 2.875 1.785 -0.053
N -0.684 -1.020 -0.146
N -0.469 1.283 -0.220
N 1.367 0.018 -0.005
H 0.970 -2.069 0.734
H -2.457 -1.191 0.818
O 1.762 -1.310 0.659
H 3.445 0.052 0.368
C 2.655 0.551 -0.366



Quick one: least stable of them? entry 2



Entry 1
24
Properties=species:S:1:pos:R:3 method="wB97M-V/def2-TZVPD" total_charge=-1
C 2.879 -0.604 0.167
N -1.039 -0.903 0.773
N -1.229 -2.604 -0.629
H 0.868 -1.030 -1.978
H -0.540 3.113 -0.553
C -0.975 -2.084 1.498
O 3.137 -1.336 1.062
H 0.918 1.970 -0.116
O 3.424 0.451 -0.426
N -1.233 -1.357 -0.626
C -1.137 -3.120 0.732
H -0.868 -1.866 2.516
C -2.339 1.959 0.456
H 2.418 -0.668 -2.502
H -0.963 -4.225 0.912
C -0.039 2.523 0.174
H 1.043 0.562 -2.349
H -0.086 3.260 1.035
C 1.937 0.002 -0.585
C 1.528 -0.307 -2.022
H -2.591 2.964 0.089
C -0.757 0.335 1.171
H -3.253 1.475 0.707
C -1.104 1.491 0.494



Entry 2
24
Properties=species:S:1:pos:R:3 method="wB97M-V/def2-TZVPD" total_charge=-1
N 0.773 -0.228 -2.284
N 0.217 0.029 1.057
C 1.172 -0.868 1.398
H 2.181 -1.383 3.284
N 0.732 0.628 -1.182
H 1.376 -1.616 0.737
H -1.026 -2.166 -0.529
C -0.109 -1.150 -2.190
C 1.512 -0.752 2.759
H 0.697 0.649 4.306
H 0.201 2.658 -2.040
H -1.116 1.122 -0.219
H -0.830 1.505 2.113
O -3.124 -2.242 -1.618
C 0.706 0.319 3.232
C -0.295 0.350 -0.252
C -0.079 0.762 2.153
O -3.279 -0.124 -1.139
C -1.038 -1.244 -1.095
C -2.705 -1.154 -1.319
H -0.015 -1.890 -3.034
H 1.107 2.634 -0.623
C 0.982 2.033 -1.557
H 1.959 2.128 -1.957



Quick one: least stable of them? entry 1